1.
DFT (the ωB97M-V functional and the def2-TZVPD basis) results for a cluster of 2 separate species, C5H7N3O in total in a non-equilibrium geometry.

Its SMILES is Cn1cncc1C#N.O. The calculation puts the HOMO energy at -9.1 eV. The value obtained for the energy relative to the best compared isomer or geometry (same formula, charge and spin) is 77.34 kcal per mole. The charge is 0. For the calculated total energy, the calculation gives -434.12106 a.u.

```
16
Properties=species:S:1:pos:R:3:lowdin_charge:R:1
C -0.533 2.035 -0.171 -0.010
N 0.386 0.914 -0.258 -0.100
C 0.689 0.232 -1.382 -0.136
N 1.221 -0.950 -1.082 0.057
C 1.694 -0.754 0.188 -0.069
C 0.763 0.089 0.798 -0.238
C -0.197 -0.326 1.788 -0.154
N -1.251 -0.463 2.308 0.149
H -0.248 2.692 0.658 0.100
H -0.489 2.568 -1.126 0.095
H -1.556 1.681 0.001 0.096
H 0.500 0.633 -2.376 0.140
H 2.316 -1.494 0.686 0.120
O -1.082 -2.597 0.016 -0.157
H -0.393 -2.259 -0.590 -0.005
H -1.820 -2.001 0.541 0.112
```



2.
DFT (the ωB97M-V functional and the def2-TZVPD basis) results for an isolated molecule of C3H2OS3 in a non-equilibrium geometry.

Its SMILES is O=C(C=S)C(=S)S. The calculation puts the HOMO energy at -9.0 eV. The value obtained for the energy relative to the best compared isomer or geometry (same formula, charge and spin) is 39.16 kcal per mole. The charge is 0. For the calculated total energy, the calculation gives -1385.25412 a.u.

```
9
Properties=species:S:1:pos:R:3:lowdin_charge:R:1
O 1.171 0.058 1.791 0.079
C 0.617 0.345 0.755 -0.576
C 0.323 1.740 0.387 -0.600
S -1.142 2.313 -0.025 0.747
C 0.203 -0.800 -0.256 -1.157
S 0.217 -0.526 -1.839 0.711
S -0.130 -2.257 0.629 0.821
H 1.186 2.424 0.485 0.079
H -0.528 -3.073 -0.368 -0.102
```



3.
DFT (the ωB97M-V functional and the def2-TZVPD basis) results for a cluster of 2 separate species, C2H5FO2 in total in a non-equilibrium geometry.

The calculation puts the HOMO energy at -9.9 eV. The value obtained for the energy relative to the best compared isomer or geometry (same formula, charge and spin) is 67.79 kcal per mole. The charge is 0. For the calculated total energy, the calculation gives -329.45442 a.u.

```
10
Properties=species:S:1:pos:R:3:lowdin_charge:R:1
C -0.742 0.607 -0.639 -0.073
C -1.414 -1.042 0.849 -0.118
O 2.101 0.093 0.207 -0.092
O -1.392 -0.660 -0.397 -0.104
F -1.694 -2.339 0.760 0.015
H 0.349 0.536 -0.431 0.046
H -1.089 1.505 0.018 0.124
H -0.964 0.716 -1.669 0.073
H 3.051 0.429 0.188 0.088
H 1.793 0.155 1.115 0.041
```



4.
DFT (the ωB97M-V functional and the def2-TZVPD basis) results for a cluster of 2 separate species, C5H14N2O in total.

Its SMILES is C=C(C)O.NCCN. The calculation puts the HOMO energy at -9.0 eV. The value obtained for the energy relative to the best compared isomer or geometry (same formula, charge and spin) is 51.17 kcal per mole. The charge is 0. For the calculated total energy, the calculation gives -383.61917 a.u.

```
22
Properties=species:S:1:pos:R:3:lowdin_charge:R:1
C 1.278 -1.245 -1.848 0.050
C 0.388 -0.282 -2.035 -0.468
C 0.713 1.181 -2.109 -0.049
O -0.973 -0.546 -2.117 -0.012
H 2.312 -0.977 -1.677 0.061
H 1.037 -2.298 -1.891 0.064
H 1.660 1.409 -1.624 0.076
H 0.766 1.509 -3.149 0.083
H -0.094 1.734 -1.627 0.069
H -1.278 -0.706 -1.215 0.061
N -2.176 -0.697 1.069 -0.009
C -0.800 -0.704 1.598 -0.290
C -0.176 0.686 1.526 -0.282
N 1.287 0.540 1.707 -0.009
H -2.718 0.030 1.528 0.068
H -2.638 -1.562 1.332 0.069
H -0.215 -1.358 0.951 0.097
H -0.705 -1.041 2.637 0.107
H -0.323 1.127 0.541 0.087
H -0.599 1.339 2.297 0.106
H 1.754 1.388 1.406 0.059
H 1.499 0.473 2.699 0.062
```



5.
DFT (the ωB97M-V functional and the def2-TZVPD basis) results for a cluster of 7 separate species, C44H78NO26 in total in a non-equilibrium geometry.

The calculation puts the HOMO energy at -5.7 eV. The charge is -1. For the calculated total energy, the calculation gives -3734.46627 a.u.

```
149
Properties=species:S:1:pos:R:3:lowdin_charge:R:1
C 3.724 -1.045 5.971 0.024
C 2.950 -0.705 4.946 -0.156
C 3.416 -0.605 3.511 -0.127
C 4.553 0.397 3.293 -0.218
O 5.569 0.399 4.326 0.035
C 6.789 0.186 3.763 -0.448
O 7.804 0.616 4.218 0.157
C 6.517 -0.580 2.474 -0.188
C 7.781 -0.793 1.636 -0.056
C 7.726 -1.975 0.660 -0.158
O 8.362 -3.124 1.241 -0.011
C 8.131 -4.310 0.625 -0.482
O 9.065 -5.031 0.392 0.112
C 6.727 -4.749 0.318 -0.158
C 6.190 -5.689 1.405 -0.079
C 6.125 -2.012 3.024 -0.630
O 6.632 -2.286 4.120 0.033
O 5.414 -2.742 2.304 -0.027
C 5.360 0.336 1.962 -0.267
C 4.531 -0.330 0.853 -0.133
C 5.135 -0.244 -0.568 -0.176
C 4.579 -1.340 -1.499 -0.266
N 3.967 -0.847 -2.742 -0.021
C 5.913 1.722 1.535 -0.097
C 5.589 2.951 2.412 -0.167
C 4.310 3.739 2.029 -0.187
C 3.226 2.935 1.319 -0.224
C 1.844 3.599 1.369 -0.195
C 0.827 2.721 0.612 -0.202
C -0.101 1.949 1.551 -0.154
C -0.768 0.763 0.856 -0.147
O -2.210 0.891 0.964 -0.071
C -2.882 -0.039 0.237 -0.531
C -2.819 0.119 -1.260 0.023
O -3.507 -0.907 0.774 0.122
H 3.385 -1.016 6.998 0.049
H 4.751 -1.348 5.805 0.060
H 1.897 -0.511 5.137 0.082
H 2.572 -0.217 2.932 0.099
H 3.626 -1.604 3.130 0.109
H 4.082 1.369 3.459 0.130
H 8.581 -1.008 2.345 0.115
H 8.105 0.090 1.085 0.115
H 8.263 -1.724 -0.261 0.133
H 6.695 -2.176 0.397 0.081
H 6.017 -3.942 0.180 0.080
H 6.778 -5.297 -0.624 0.117
H 6.382 -5.318 2.407 0.079
H 6.567 -6.700 1.254 0.071
H 5.107 -5.745 1.289 0.073
H 3.522 0.088 0.782 0.105
H 4.407 -1.386 1.080 0.092
H 6.223 -0.224 -0.538 0.098
H 4.825 0.720 -0.984 0.092
H 3.806 -1.889 -0.964 0.111
H 5.383 -2.021 -1.782 0.101
H 4.530 -0.121 -3.162 0.055
H 3.035 -0.504 -2.561 0.050
H 6.999 1.686 1.470 0.109
H 5.580 1.972 0.528 0.099
H 5.583 2.718 3.474 0.105
H 6.426 3.642 2.286 0.108
H 3.886 4.160 2.946 0.109
H 4.581 4.596 1.408 0.107
H 3.491 2.833 0.264 0.115
H 3.110 1.957 1.780 0.089
H 1.554 3.620 2.422 0.110
H 1.880 4.611 0.967 0.110
H 0.252 3.286 -0.124 0.113
H 1.392 1.975 0.043 0.098
H 0.458 1.567 2.404 0.113
H -0.905 2.602 1.890 0.117
H -0.492 -0.185 1.321 0.135
H -0.487 0.695 -0.198 0.116
H -2.115 -0.600 -1.674 0.099
H -3.807 -0.043 -1.682 0.077
H -2.503 1.127 -1.521 0.088
C -7.665 -5.535 -3.479 -0.029
O -6.556 -5.065 -2.706 0.008
C -6.733 -3.866 -2.152 -0.628
O -7.722 -3.183 -2.265 0.099
O -5.642 -3.556 -1.468 0.021
C -5.682 -2.280 -0.808 -0.022
H -7.375 -6.509 -3.861 0.097
H -8.552 -5.635 -2.856 0.098
H -7.867 -4.867 -4.315 0.083
H -6.497 -2.250 -0.086 0.106
H -5.809 -1.482 -1.540 0.092
H -4.739 -2.152 -0.290 0.063
C -6.716 -4.744 -9.925 -0.041
O -6.857 -4.768 -8.503 0.004
C -6.500 -3.634 -7.901 -0.624
O -6.090 -2.644 -8.447 0.127
O -6.677 -3.787 -6.590 0.000
C -6.330 -2.641 -5.808 -0.020
H -7.038 -5.720 -10.277 0.092
H -7.346 -3.972 -10.361 0.097
H -5.677 -4.579 -10.205 0.098
H -6.947 -1.787 -6.082 0.103
H -5.276 -2.396 -5.928 0.103
H -6.525 -2.907 -4.773 0.074
C -4.418 2.799 1.203 -0.026
O -4.937 3.999 1.794 0.018
C -6.078 4.424 1.267 -0.633
O -6.682 3.901 0.364 0.111
O -6.447 5.538 1.900 0.006
C -7.669 6.111 1.425 -0.032
H -3.502 2.570 1.722 0.076
H -5.125 1.980 1.332 0.108
H -4.212 2.958 0.144 0.098
H -8.495 5.415 1.557 0.099
H -7.585 6.395 0.377 0.086
H -7.840 6.998 2.028 0.094
C -5.636 10.049 -3.587 -0.043
O -5.008 8.767 -3.527 0.004
C -5.736 7.830 -2.920 -0.625
O -6.830 7.990 -2.444 0.119
O -5.045 6.695 -2.928 0.012
C -5.719 5.595 -2.305 -0.026
H -4.938 10.704 -4.101 0.092
H -6.567 9.996 -4.147 0.096
H -5.825 10.432 -2.586 0.097
H -6.648 5.369 -2.825 0.105
H -5.922 5.810 -1.260 0.073
H -5.051 4.743 -2.371 0.095
C -13.777 -2.707 0.245 -0.047
O -12.624 -2.005 -0.220 0.002
C -12.124 -2.474 -1.367 -0.625
O -12.567 -3.401 -1.994 0.119
O -11.064 -1.743 -1.687 0.016
C -10.418 -2.137 -2.905 -0.041
H -14.071 -2.225 1.172 0.091
H -14.588 -2.637 -0.477 0.095
H -13.540 -3.752 0.436 0.096
H -11.104 -2.035 -3.746 0.098
H -10.053 -3.155 -2.832 0.075
H -9.576 -1.468 -3.035 0.089
C 13.414 0.467 5.620 -0.058
O 12.368 0.210 4.690 0.001
C 12.195 -1.088 4.406 -0.625
O 12.852 -1.988 4.868 0.112
O 11.201 -1.195 3.544 0.016
C 10.892 -2.537 3.134 -0.008
H 13.441 1.545 5.757 0.089
H 13.209 -0.015 6.575 0.095
H 14.372 0.125 5.231 0.092
H 10.592 -3.139 3.989 0.109
H 11.749 -2.987 2.636 0.101
H 10.066 -2.474 2.438 0.062
```



6.
DFT (the ωB97M-V functional and the def2-TZVPD basis) results for a structure of composition C4H5N3S in a non-equilibrium geometry.

The calculation puts the HOMO energy at -9.6 eV. The value obtained for the energy relative to the best compared isomer or geometry (same formula, charge and spin) is 84.32 kcal per mole. The charge is 0. For the calculated total energy, the calculation gives -717.75926 a.u.

```
13
Properties=species:S:1:pos:R:3:lowdin_charge:R:1
C -1.507 0.658 0.148 -0.468
C -0.594 0.210 1.088 -0.275
C 1.688 -0.975 1.753 -0.162
C -1.195 0.649 -1.277 -0.012
N -2.606 1.070 0.762 -0.250
N -0.893 0.204 2.328 -0.238
N 1.087 -0.727 0.686 0.065
S -2.435 0.889 2.366 0.965
H 2.555 -1.660 1.896 0.080
H 1.175 -0.665 2.696 0.053
H -0.291 1.116 -1.280 0.059
H -1.113 -0.389 -1.458 0.083
H -2.094 1.077 -1.721 0.100
```



no.,LUMO (eV)
1,-0.13
2,-1.56
3,0.59
4,0.93
5,1.37
6,0.35